72
Properties=species:S:1:pos:R:3:lowdin_charge:R:1 method="wB97M-V/def2-TZVPD" gap_ev="5.67 / 5.75" e_above_lowest_ev=0.1639 charge=+4
Mo -0.0784 -0.6045 -0.4802 1.6123
S -3.2945 -1.0569 0.5141 1.1142
O 5.9867 1.8264 0.0013 0.1332
O -2.0437 -0.9392 -0.4622 -0.7098
N -0.1624 1.5904 -2.6757 -0.0761
N 7.0486 0.5176 -1.5478 0.2337
N -0.0135 -0.6234 1.4697 -0.1018
N -0.0374 1.3256 -0.3476 -0.0898
N -0.1608 -1.9237 3.5272 -0.0200
N 2.0525 -0.6374 -0.6390 -0.1222
N 0.2193 3.4395 -1.5330 -0.0155
N 0.1226 -2.9656 1.6046 -0.0640
C -4.2126 0.4980 0.3069 -0.2772
C 4.7234 0.1303 -0.8099 -0.0536
C -0.0668 -3.2268 0.1941 -0.0215
C 0.5319 4.4324 -0.4844 0.0372
C -5.7644 -1.2110 -0.4774 -0.1874
C 0.1702 3.8937 -2.9491 -0.0298
C 0.0019 2.1540 -1.4617 -0.2930
C 2.8808 -0.7291 0.4387 -0.0823
C 0.1202 -4.0863 2.5737 -0.0331
C -5.3081 0.2251 -0.7267 -0.1902
C -0.7303 0.2766 -2.8939 -0.0413
C -0.0391 -1.7885 2.2295 -0.3125
C 2.5986 -0.2512 -1.8258 -0.0890
C 6.0370 0.8803 -0.7537 -0.5045
C -0.0751 -3.3587 3.9129 -0.0284
C -0.1809 0.7387 2.0473 -0.1513
C 3.9104 0.1265 -1.9467 0.0515
C -0.2745 2.6409 -3.7158 -0.0369
C 0.2614 1.7941 1.0314 -0.1499
C -0.2363 -0.9258 4.6114 0.0337
C -4.4939 -2.0600 -0.4142 -0.2645
C 4.1919 -0.3526 0.3878 0.0531
H 2.4476 -1.0985 1.3546 0.1114
H 0.7540 -0.5563 4.8755 0.1191
H -0.5269 4.7231 -3.0439 0.1507
H -0.9891 -3.6432 4.4295 0.1473
H -3.4845 1.2649 0.0426 0.0969
H 4.8023 -0.3966 1.2806 0.1539
H -0.2477 2.7239 1.2695 0.1248
H -6.3199 -1.2836 0.4596 0.1373
H 7.9097 1.0468 -1.5040 0.1498
H -4.0341 -2.2119 -1.3933 0.1143
H -4.6051 -3.0178 0.0925 0.1115
H 0.7615 -3.4996 4.5940 0.1505
H -4.9195 0.3376 -1.7407 0.1257
H 1.3365 1.9615 1.1170 0.1330
H 4.2892 0.4433 -2.9107 0.1476
H -1.2314 0.8934 2.3010 0.1269
H 0.4089 0.8794 2.9479 0.1243
H -6.4140 -1.5871 -1.2668 0.1465
H 1.3009 4.0735 0.1917 0.0972
H -1.1107 -3.3419 -0.0932 0.1030
H 7.0511 -0.3356 -2.0821 0.1325
H -1.3030 2.7124 -4.0691 0.1449
H -6.1220 0.9380 -0.6023 0.1430
H 1.9584 -0.2626 -2.6982 0.1119
H 1.0658 -4.6214 2.5212 0.1460
H -4.6204 0.7157 1.2971 0.1173
H -1.7857 0.2129 -2.6390 0.1026
H -0.6874 -4.7815 2.3523 0.1443
H -0.6141 0.0097 -3.9432 0.1400
H 0.4219 -2.4940 -0.4796 0.0258
H -0.8985 -0.1071 4.3601 0.0887
H 0.3713 2.4128 -4.5601 0.1449
H 1.1600 4.2415 -3.2400 0.1493
H -0.1760 -0.5689 -2.4070 0.0242
H -0.6512 -1.4293 5.4807 0.1181
H -0.3648 4.7219 0.0600 0.1143
H 0.9206 5.3152 -0.9856 0.1179
H 0.4616 -4.1405 -0.0743 0.1397